Record 1
{
  "formula": "C40H41CeOP2",
  "method": "ωB97M-V/def2-TZVPD",
  "gap_ha": [0.2885, 0.2903],
  "s2": 0.751,
  "e_tot_ha": -2781.3587,
  "charge": 2,
  "spin_multiplicity": 2,
  "fmax_ha_per_bohr": 0.055,
  "symbols": ["C", "C", "H", "Ce", "C", "H", "H", "H", "H", "C", "H", "C", "H", "H", "C", "C", "C", "C", "H", "H", "H", "C", "H", "P", "C", "H", "C", "C", "H", "C", "C", "H", "H", "C", "H", "C", "C", "C", "H", "H", "C", "H", "C", "P", "C", "C", "H", "H", "C", "C", "C", "C", "C", "H", "H", "C", "C", "O", "H", "C", "C", "H", "H", "H", "H", "H", "C", "C", "H", "H", "H", "C", "H", "H", "C", "H", "C", "C", "C", "C", "H", "H", "H", "H", "H"],
  "xyz": [[0.7492, 2.9809, -3.9135], [5.3431, 1.9522, 1.3410], [-4.5970, -3.7262, -2.0625], [-0.3977, 1.3069, 0.7378], [-0.5147, -3.6643, 0.8313], [-2.4378, 4.7720, 0.0134], [2.7626, 0.7421, -5.6007], [6.3494, 1.6894, -0.5810], [-1.3341, 0.0958, -2.2250], [1.9611, -1.3235, -1.0870], [1.8169, -7.0071, -2.6185], [-2.9658, -1.2156, 2.8728], [1.4740, 2.8679, -5.9416], [-3.2465, 1.2562, 0.4401], [-3.9795, -0.8071, 3.7306], [-3.8849, -2.9063, -2.1062], [-2.5641, 4.8163, 1.0914], [-1.3406, 4.2857, 3.2616], [-2.0648, 3.5041, 3.4790], [1.6165, -2.7887, 4.0022], [-0.1721, 6.4546, 1.6388], [-2.7188, -1.1209, -3.3658], [-3.2785, 4.0274, 1.3126], [-1.4755, -1.1608, 0.5044], [2.7290, -2.0125, -0.1371], [2.7475, -0.3129, -3.3523], [1.4729, 2.3882, -4.9627], [-0.0865, 5.4022, 1.3376], [-2.5378, -0.5802, -4.3058], [0.1738, -4.6819, 1.4897], [4.1459, 1.8863, 2.0675], [-5.0622, 1.9624, 2.0111], [0.4741, -1.5188, -2.6406], [2.2974, -4.0699, -1.3144], [0.1912, 2.8379, -1.7971], [1.0196, -3.0273, 3.1096], [0.9192, -4.3491, 2.6403], [4.2418, 1.2283, -0.6619], [0.8473, 5.0006, 1.7228], [2.4761, -5.1389, -1.4484], [-2.2321, -1.5165, -1.0461], [-2.3424, -2.0884, 3.0717], [0.3290, -2.0119, 2.4446], [1.6426, 0.4307, -0.8483], [3.0545, 1.1317, 0.0679], [-4.7222, 0.3329, 3.4121], [1.4439, -5.1464, 3.1785], [-5.5372, 0.6256, 4.0678], [-0.4947, -2.3680, 1.3575], [-1.2388, 4.5072, 1.7603], [1.5166, 1.2185, -2.4636], [2.2046, 0.6157, -3.5195], [-2.7301, -0.4830, 1.6902], [-3.3533, -3.0193, 0.0008], [-1.6088, 5.1808, 3.8418], [-2.0209, -0.7519, -2.2133], [1.2113, -2.0412, -2.0341], [-0.8735, 3.2038, 1.2064], [1.9987, 1.4019, 1.9892], [-4.4580, 1.0930, 2.2683], [0.7489, 2.3905, -2.6391], [-0.3985, 3.9000, 3.6426], [4.2300, 0.9660, -1.7196], [0.4172, -0.9749, 2.7746], [6.2534, 2.2573, 1.8546], [-4.1542, -2.4907, -4.2137], [5.4179, 1.6347, -0.0279], [2.9385, -3.3805, -0.2676], [0.8759, -3.9725, -2.9663], [4.1176, 2.1224, 3.1357], [0.1960, 3.9134, -4.0734], [2.9568, 1.4837, 1.4285], [0.0272, 5.3542, 0.2581], [-1.0571, -3.8537, -0.0888], [2.2030, 1.1982, -4.7892], [-4.1956, -1.3889, 4.6223], [1.4004, -3.4144, -2.1794], [-3.6269, -2.1958, -3.3012], [-3.1787, -2.5386, -0.9590], [-3.4269, 0.7092, 1.3943], [1.4484, -6.7936, -3.2377], [0.1364, -5.7045, 1.1110], [3.1462, -1.4588, 0.7020], [-3.0066, 5.7853, 1.3583], [3.5919, -3.9090, 0.4351]]
}

***

Record 2
{
  "formula": "C18H36ILi2NO11PS",
  "method": "ωB97M-V/def2-TZVPD",
  "gap_ha": 0.0286,
  "e_tot_ha": -2641.9069,
  "charge": -1,
  "fmax_ha_per_bohr": 0.023,
  "relative_energy_ev": 0.544,
  "symbols": ["H", "C", "O", "H", "C", "C", "P", "I", "H", "H", "C", "H", "H", "H", "C", "H", "H", "C", "C", "N", "H", "H", "C", "H", "H", "Li", "C", "O", "H", "O", "H", "C", "O", "C", "C", "H", "H", "O", "O", "O", "H", "O", "C", "H", "O", "H", "S", "H", "O", "H", "C", "H", "H", "Li", "C", "H", "H", "H", "H", "C", "H", "H", "H", "C", "H", "H", "H", "H", "H", "C", "O"],
  "xyz": [[7.0592, -1.8611, -0.5866], [2.6033, -3.0385, -1.7404], [-8.7805, 7.1618, 6.1939], [3.2185, -3.6377, -1.0642], [-1.7832, -6.0345, -0.3143], [-4.0316, 2.3404, 1.4600], [2.4852, -1.1613, -1.1903], [0.8605, 1.6696, 1.9122], [-1.0522, 0.4909, -0.0969], [-5.4189, 2.7609, -0.1639], [-5.3078, 2.0806, 0.6919], [6.7156, -0.1319, -0.9065], [5.2119, -2.4378, 1.8087], [-3.6813, 1.4590, 1.9975], [6.5836, -0.9586, -0.2036], [-3.6754, 0.2056, -1.0868], [-2.7295, -0.0264, -2.5290], [1.2484, -3.6445, -1.8045], [-2.6971, 0.4150, -1.5308], [-2.5454, 1.8824, -1.6442], [3.3279, 2.9801, 0.9853], [3.8822, -2.8896, 0.7546], [-0.7135, -1.2249, -1.3833], [-0.1657, 0.5191, -2.5267], [-2.3001, 2.1398, -2.5884], [8.3511, -0.1584, 1.5537], [2.2818, 0.6888, -0.6295], [-6.3226, 2.3765, 1.6596], [-1.2896, -5.6920, -2.0843], [0.6150, -3.7283, -2.8534], [4.7181, -1.7907, -1.9383], [1.5356, -0.7955, -2.7369], [-9.4236, 5.6472, 4.4296], [4.9053, -2.5238, 0.7614], [-5.8056, 3.2199, 2.6113], [-1.8255, 2.1984, -1.0087], [2.9571, 1.2984, -1.2405], [-2.5895, -6.5710, 0.4398], [-4.4415, 3.3362, 2.4069], [-0.7545, -5.3474, -0.0664], [-0.4634, -0.8923, -3.4990], [-6.4114, 3.8629, 3.3764], [4.3384, -1.0181, -1.2634], [1.9771, 0.1225, -3.1431], [-7.2682, 6.7485, 4.3316], [4.4655, 1.8306, 0.2901], [-8.2878, 6.1468, 5.2411], [-0.0524, -1.6805, -0.6476], [-7.6619, 5.0242, 5.9784], [4.8206, -0.3925, 0.7988], [-1.6366, -0.2549, -0.6408], [4.6268, -0.0614, -1.7081], [-5.3953, 1.0590, 0.3373], [-5.7959, 5.1876, 1.1491], [3.7011, 1.9612, 1.0657], [4.2013, 1.8174, 2.0259], [5.5665, -3.2722, 0.3165], [1.7021, -1.5570, -3.4968], [0.7816, -4.0035, -0.8697], [2.5845, 0.9324, 0.8609], [-2.1700, -0.8504, 0.1060], [-1.3387, -2.0423, -1.7504], [3.0541, -3.1197, -2.7350], [0.0109, -0.5602, -2.5736], [7.0523, -0.6507, 0.7421], [2.8740, -0.0107, 1.3280], [1.2772, 1.0535, -0.8419], [1.8915, -1.5929, 0.0219], [-3.2312, 2.7213, 0.8337], [5.0784, -1.1631, 0.0746], [-2.0284, -6.1921, -1.7117]]
}

***

Record 3
{
  "formula": "C3H4N4O",
  "method": "ωB97M-V/def2-TZVPD",
  "gap_ha": 0.3295,
  "e_tot_ha": -410.8106,
  "smiles": "[H]/N=C/N/C(C#N)=N/O",
  "fmax_ha_per_bohr": 0.158,
  "relative_energy_ev": 5.243,
  "symbols": ["N", "N", "C", "C", "N", "H", "O", "H", "N", "H", "C", "H"],
  "xyz": [[1.9848, 0.6990, 0.1613], [-3.1314, -1.0652, 0.2169], [1.8027, -0.5838, -0.1542], [-1.9858, -0.7741, -0.1476], [0.4518, -1.0636, -0.1783], [2.4163, -1.5862, -0.4586], [-1.8030, 1.7071, -0.2862], [2.9877, 0.9480, 0.4196], [-0.4840, 1.2166, 0.1019], [0.1344, -1.9821, 0.1700], [-0.6689, -0.1478, -0.0069], [-1.7044, 2.6321, 0.1621]]
}

***

Record 4
{
  "formula": "C39H51ClN2NdO7P2S",
  "method": "ωB97M-V/def2-TZVPD",
  "gap_ha": [0.2807, 0.2812],
  "s2": 3.753,
  "e_tot_ha": -4254.9700,
  "charge": 1,
  "spin_multiplicity": 4,
  "fmax_ha_per_bohr": 0.105,
  "symbols": ["H", "O", "C", "O", "C", "H", "H", "O", "C", "H", "P", "C", "H", "H", "C", "H", "H", "Nd", "H", "C", "H", "H", "C", "H", "H", "Cl", "H", "C", "H", "H", "H", "O", "C", "C", "H", "H", "O", "C", "C", "H", "H", "C", "O", "C", "C", "C", "H", "C", "C", "C", "C", "H", "H", "C", "H", "C", "H", "C", "H", "H", "H", "H", "C", "H", "H", "H", "H", "S", "O", "C", "P", "C", "C", "C", "H", "H", "C", "C", "H", "C", "C", "H", "H", "H", "H", "H", "C", "H", "N", "N", "C", "C", "C", "H", "H", "C", "H", "H", "H", "H", "C", "H", "H", "C"],
  "xyz": [[-4.6512, 0.0096, -1.3757], [1.4668, 1.8044, -0.4306], [-5.5827, -1.4920, -2.6106], [-1.6381, -1.6738, 0.8560], [1.1425, 1.7871, 5.2747], [2.6405, 2.5888, 3.0897], [-2.7308, 2.9284, -1.2574], [0.1700, 1.5931, -1.0991], [3.5169, -0.3260, 3.6089], [2.2037, 1.6187, 5.4164], [2.3170, 1.1907, -1.6289], [0.8175, 2.0857, -3.8638], [0.5885, 1.0457, 5.8438], [-4.0799, -3.0366, -5.2101], [-4.5547, -0.6563, -2.2195], [-3.5777, 3.1803, -6.1074], [-0.2957, 2.0556, 3.7226], [-0.3392, -0.0341, 0.2227], [2.0887, -2.8918, -4.4697], [-3.5960, 4.2490, -4.2563], [3.2864, 3.9289, -2.2615], [4.3826, -1.9485, 0.2199], [0.2542, -1.1475, 4.0358], [0.0032, 2.6097, -3.3718], [1.3894, 3.8037, 3.3635], [-1.4177, -2.4657, -0.3313], [-6.2096, -3.0017, -3.9870], [-4.2070, -2.3641, -4.3771], [5.0438, 2.2822, -2.6489], [-1.6142, -1.7254, 4.9565], [-2.2185, -1.5520, -4.5014], [-0.7148, -1.6237, -1.2700], [2.2989, 3.7451, -2.6799], [-3.1692, -1.5336, -3.9878], [4.1679, 3.3413, -0.3781], [-5.0118, 2.8973, 1.0223], [-2.2883, 0.5626, -0.8935], [-2.9481, 1.9481, -4.4761], [2.0356, -0.5572, -2.0263], [0.9207, 2.4701, -4.8767], [-3.9237, 5.1725, -4.7072], [2.0633, -1.0941, -3.3111], [-0.5835, -3.5398, 0.0094], [4.7878, -0.8259, 3.3882], [-2.7240, 1.8941, -3.1102], [-2.7607, 1.9092, 2.1764], [4.7875, 0.5496, -2.9102], [1.5755, 2.7949, 2.9984], [5.0818, -1.4159, 2.1655], [4.2838, 2.3440, 0.0372], [-3.8307, 2.6084, 2.8166], [3.5733, 2.2255, 0.8527], [-3.5390, 3.6588, 2.9045], [-3.3919, 3.1291, -5.0462], [1.2988, 2.7501, 1.9411], [-5.4087, -2.3436, -3.6887], [6.0549, 1.1054, -1.8229], [-5.1318, 2.4797, 2.0179], [0.8049, -1.0443, 4.9772], [5.5378, -0.7643, 4.1618], [-5.9250, 3.0184, 2.5280], [-2.7891, 1.0701, -5.0826], [-3.3744, 4.1859, -2.8909], [4.2091, 0.2901, -0.4915], [3.2665, 0.0807, 4.5779], [2.2283, -3.4464, -0.2301], [0.1508, -2.5720, 2.4051], [-2.0268, 0.3941, -2.3585], [-2.6361, -2.8699, -0.8770], [-1.2433, -0.9713, 4.2644], [0.8243, 0.1585, 2.8336], [4.0655, 1.2489, -1.0012], [2.5564, -0.3523, 2.6067], [2.8563, -0.9221, 1.3394], [2.1711, 4.4025, -3.5374], [0.5425, 1.0345, -3.9125], [2.0782, -1.4033, -0.8869], [5.0436, 1.3062, -2.1698], [2.2020, -4.3744, -2.5085], [2.1748, -2.7916, -1.0876], [0.7650, 1.7740, 3.7971], [-3.9640, 2.2063, 3.8245], [0.9078, 2.7661, 5.6894], [2.9584, 2.0058, -3.7617], [1.5484, 4.0023, -1.9353], [2.0700, -0.4497, -4.1776], [2.0948, -2.4665, -3.4780], [-1.4592, 0.0109, 4.6835], [-1.8897, 1.3642, 1.6636], [1.9533, -0.7656, 0.3265], [2.1578, -3.3045, -2.3669], [4.1387, -1.4774, 1.1623], [0.5634, -2.5088, 3.4165], [-6.5158, -1.4800, -2.0719], [5.2887, 2.2620, 0.4475], [-2.9301, 3.0070, -2.3163], [-1.7673, -1.0782, 3.3108], [0.1272, -3.3073, 4.0127], [1.6377, -2.6727, 3.3617], [-5.4228, 1.4373, 1.9256], [2.1298, 2.2906, -3.1075], [6.0674, -1.8201, 1.9876], [-3.5406, 5.0578, -2.2779], [-3.3616, -0.6815, -2.9156]]
}

***

Record 5
{
  "formula": "C11H21N3O4",
  "method": "ωB97M-V/def2-TZVPD",
  "gap_ha": 0.3776,
  "e_tot_ha": -897.0404,
  "smiles": "CC(C)C[C@H](N)C(=O)N[C@@H](CCC(N)=O)C(=O)O",
  "fmax_ha_per_bohr": 0.045,
  "relative_energy_ev": 0.511,
  "symbols": ["H", "O", "C", "C", "C", "H", "C", "C", "H", "H", "H", "O", "H", "H", "H", "H", "H", "H", "H", "C", "N", "H", "H", "H", "H", "C", "H", "C", "H", "H", "O", "N", "O", "H", "C", "C", "N", "C", "H"],
  "xyz": [[3.3034, -2.7854, 0.4419], [0.9032, -2.0386, -1.1364], [4.2757, 0.9013, 0.0568], [-1.5560, 0.0286, -0.9083], [2.8497, 0.3986, -0.3279], [-2.0112, 0.1134, 1.9817], [-3.7765, -0.6210, 0.9635], [-2.3050, -0.7722, 1.3687], [-4.0150, -1.3746, 0.2326], [2.4901, -0.8396, 1.3457], [3.3218, -2.2191, -1.0999], [-3.5310, 1.7594, 0.7477], [2.8143, 0.2168, -1.4506], [-1.0661, 1.6904, -1.5211], [0.2782, -0.1109, 1.2010], [-2.2499, -1.6357, 2.0334], [-1.4633, -1.9621, -0.2782], [4.0989, 2.0345, -1.7292], [4.2958, 0.0972, 2.1108], [-4.1542, 0.7698, 0.4300], [0.0446, -0.9120, 0.6524], [5.3856, 1.4688, 1.9057], [2.0864, 1.1536, -0.0841], [3.9120, 3.0822, -0.2612], [3.6478, 1.6976, 1.8685], [4.4342, 1.0359, 1.5664], [-5.4353, -0.0302, -0.9306], [4.4543, 2.2333, -0.7050], [-5.3792, 1.7081, -0.7398], [-4.4143, -0.8194, 1.8368], [-2.4655, -0.0654, -1.7122], [3.4752, -1.9213, -0.1202], [-0.7801, 1.1253, -0.7891], [4.9853, 0.1979, -0.4540], [2.4703, -0.9566, 0.2377], [1.0872, -1.3412, -0.1522], [-5.2275, 0.7845, -0.3849], [-1.3171, -1.0106, 0.1983], [5.5806, 2.4171, -0.6891]]
}

***

Record 6
{
  "formula": "C18H25NO6",
  "method": "ωB97M-V/def2-TZVPD",
  "gap_ha": 0.3413,
  "e_tot_ha": -1207.1408,
  "smiles": "COC(=O)[C@H]1C(=O)c2c([nH]c(C(=O)OCCOC(C)C)c2C)C[C@@H]1C",
  "fmax_ha_per_bohr": 0.015,
  "relative_energy_ev": 0.000,
  "symbols": ["H", "H", "C", "C", "O", "C", "C", "H", "C", "H", "O", "O", "C", "H", "C", "H", "C", "H", "H", "C", "H", "O", "H", "H", "H", "H", "H", "C", "H", "H", "C", "O", "H", "H", "H", "C", "C", "C", "C", "C", "C", "O", "C", "N", "H", "H", "H", "H", "H", "H"],
  "xyz": [[4.9036, -2.9985, 1.2089], [-5.5384, -3.9624, -0.0098], [3.8569, 1.7316, 0.6575], [-1.8520, 1.4431, -0.6224], [4.4738, -0.5505, 0.3843], [1.6761, 1.8625, -0.2047], [-1.7334, 0.7087, 0.5584], [-3.1343, 2.6781, -1.7943], [4.6289, -1.6767, -0.4630], [-5.3220, -3.1967, -1.6156], [-4.8941, -2.0540, 0.0574], [-2.8302, -0.5699, 2.2214], [-4.3035, 1.4546, -0.4341], [6.1547, -2.7284, -1.5642], [0.2878, 1.4859, -0.0109], [-0.4596, -0.6686, 2.5300], [-4.4572, 2.6321, 0.5274], [4.0075, 2.7336, 0.2422], [-3.1600, 0.9552, -2.1981], [-4.1642, -1.0918, -0.5066], [-3.8991, -3.7101, -0.6851], [-3.5765, -1.2254, -1.5497], [3.9842, 0.6660, -1.2143], [-5.2122, 1.3819, -1.0422], [6.7555, -1.8452, -0.1530], [-4.9909, 0.0447, 1.0711], [4.2723, 1.6581, 1.6628], [4.2300, -2.8951, 0.3628], [-4.6149, 3.5547, -0.0266], [0.3820, 0.8303, 2.9306], [6.0600, -1.8121, -0.9882], [2.0634, 2.4737, -1.1817], [1.1857, -0.3503, 1.9093], [3.2189, -2.7701, 0.7400], [-0.3811, 2.4502, -1.7524], [4.5197, 0.7001, -0.2545], [-4.9114, -3.3086, -0.6099], [0.2200, 0.0884, 2.1488], [-3.1080, 1.6705, -1.3728], [-4.1630, 0.1496, 0.3644], [-2.8562, 0.0494, 1.1814], [2.4683, 1.4783, 0.8055], [-0.3666, 0.7368, 0.9522], [-0.6401, 1.8984, -0.9481], [5.5566, 1.0156, -0.4438], [6.3212, -0.9733, -1.6291], [-5.3095, 2.4796, 1.1849], [4.2761, -3.7937, -0.2456], [-3.5668, 2.7438, 1.1413], [3.9416, -1.5742, -1.3218]]
}